No. 1
C11H12N | ωB97M-V/def2-TZVPD

```
24
C11H12N, DFT ωB97M-V/def2-TZVPD
C 1.966 0.519 1.040
C 1.808 1.719 1.348
C -0.695 0.607 0.766
C -0.441 -1.386 -0.337
C 0.760 -0.439 -0.624
C 1.884 -0.606 0.290
C 0.179 0.969 -0.211
C -1.953 0.156 0.732
C 2.779 -1.697 0.153
C 0.189 2.259 -0.937
C -3.385 0.285 0.745
N -0.969 -0.855 0.968
H -1.113 -1.231 -1.161
H -0.164 -2.414 -0.218
H 1.061 -0.479 -1.602
H 2.591 -2.185 -0.789
H 2.247 -2.368 0.797
H 3.848 -1.563 0.496
H 1.245 2.634 -0.959
H -0.535 3.116 -0.747
H -0.136 1.962 -1.929
H -3.735 -0.581 1.363
H -3.803 0.244 -0.264
H -3.627 1.334 1.080
```

Results
HOMO energy	-12.9	eV
total charge	+1

=====

No. 2
C11H12N2 | ωB97M-V/def2-TZVPD

```
25
C11H12N2, DFT ωB97M-V/def2-TZVPD
C -3.278 0.398 0.258
C -3.311 -0.928 -0.119
C -2.088 1.016 0.453
C -2.130 -1.653 -0.085
C -0.904 0.340 0.468
C -0.918 -1.031 0.181
C 1.203 0.917 -0.749
C 1.305 -0.474 -1.334
C 2.295 -0.969 0.795
C 0.533 0.802 0.654
C 1.284 -0.182 1.480
N 0.223 -1.778 0.281
N 1.459 -1.441 -0.332
H -4.184 0.926 0.654
H -4.325 -1.344 -0.351
H -2.004 2.159 0.519
H -2.138 -2.730 -0.456
H 2.272 1.265 -0.564
H 0.715 1.521 -1.540
H 0.406 -0.729 -1.968
H 2.089 -0.434 -2.178
H 3.166 -0.374 0.613
H 2.433 -1.909 1.358
H 0.589 1.680 1.160
H 1.414 0.228 2.449
```

Results
HOMO energy (spin up / spin down)	-7.8 / -7.6	eV

=====

No. 3
C11H12N2O2 | ωB97M-V/def2-TZVPD

```
27
C11H12N2O2, DFT ωB97M-V/def2-TZVPD
C -0.054 1.708 -1.042
C 0.064 3.211 -1.314
C -0.241 1.428 0.445
C -0.831 0.126 0.591
C -2.081 -0.362 0.749
C 0.107 -1.024 0.778
C -0.761 -2.169 0.844
C 1.531 -1.291 0.859
C -0.290 -3.469 1.013
C 1.974 -2.585 1.033
C 1.116 -3.653 1.084
H 0.746 -0.133 -1.818
H 1.831 0.884 -1.064
H -1.092 1.364 -1.317
H -0.991 2.192 0.764
H 0.700 1.511 1.014
H -2.974 0.242 0.815
H -2.944 -2.457 0.466
H 2.354 -0.452 0.917
H -1.015 -4.346 1.035
H 3.080 -2.724 1.281
H 1.318 -4.670 1.360
H 0.965 2.629 -2.834
N 1.034 0.896 -1.690
N -2.102 -1.742 0.824
O -0.349 4.020 -0.556
O 0.637 3.526 -2.544
```

Results
HOMO energy	-8.2	eV
SMILES string	N[C@@H](Cc1c[nH]c2ccccc12)C(=O)O

=====

No. 4
C11H12N2S | ωB97M-V/def2-TZVPD

```
26
C11H12N2S, DFT ωB97M-V/def2-TZVPD
C -3.217 -1.346 -1.684
C -3.059 -1.420 -0.302
C -2.193 -0.947 -2.489
C -1.834 -1.248 0.221
C -0.911 -0.659 -2.022
C -0.762 -0.703 -0.650
C 2.654 -0.842 0.655
C 1.245 -1.023 0.600
C -0.319 2.287 0.286
C 3.256 0.275 0.247
C 1.459 2.323 1.998
N 0.585 -0.503 -0.333
N 0.752 2.148 0.815
S -1.703 2.341 -0.422
H -4.034 -1.873 -2.268
H -3.876 -1.937 0.233
H -2.318 -0.927 -3.539
H -1.705 -1.285 1.245
H -0.071 -0.170 -2.554
H 3.120 -1.538 1.283
H 0.818 -1.734 1.347
H 4.386 0.459 0.308
H 2.751 1.134 -0.042
H 2.097 3.256 1.899
H 0.927 2.573 2.862
H 1.952 1.359 2.307
```

Results
HOMO energy	-8.1	eV
SMILES string	C=C/C=N/c1ccccc1.CN=C=S

=====

No. 5
C11H12N4OPtS7 | ωB97M-V/def2-TZVPD

```
36
C11H12N4OPtS7, DFT ωB97M-V/def2-TZVPD
Pt 0.059 0.740 -0.090
O 4.659 -1.069 4.571
C 3.853 -0.781 3.733
S 2.110 -1.094 3.887
C 1.657 -0.422 2.339
C 2.634 0.080 1.576
S 2.317 0.654 -0.043
S 4.263 0.016 2.197
S -0.015 -0.448 1.843
N -2.750 -1.384 0.064
C -2.964 -0.078 -0.126
N -2.016 0.797 -0.359
C -2.527 2.053 -0.646
C -3.867 2.158 -0.559
S -4.551 0.619 -0.158
C -1.530 3.051 -1.025
C -1.716 4.363 -1.260
S -0.200 5.133 -1.554
C 0.609 3.618 -1.321
N -0.205 2.612 -1.095
N 1.947 3.506 -1.410
H -1.804 -1.746 -0.003
H -3.465 -1.969 0.454
H -4.487 3.019 -0.733
H -2.637 4.920 -1.246
H 2.492 4.349 -1.356
H 2.354 2.683 -0.959
C 0.471 -3.792 0.593
S 0.333 -2.767 -0.886
C 0.789 -4.031 -2.090
H -0.248 -4.612 0.575
H 0.279 -3.152 1.451
H 1.480 -4.195 0.677
H 1.767 -4.438 -1.839
H 0.851 -3.555 -3.067
H 0.058 -4.838 -2.136
```

Results
HOMO energy	-6.7	eV

=====

No. 6
C11H12NO2 | ωB97M-V/def2-TZVPD

```
26
C11H12NO2, DFT ωB97M-V/def2-TZVPD
C 2.457 -2.762 -2.118
C 1.166 -2.432 -2.919
O 0.424 -3.399 -3.174
O 0.991 -1.222 -3.211
H 3.115 -3.389 -2.730
H 2.179 -3.356 -1.247
H 2.939 -1.830 -1.818
C -0.114 2.058 3.350
C -0.210 0.461 -0.023
C -0.887 0.999 1.086
C 0.103 1.308 2.066
C 1.309 0.934 1.551
C -2.235 0.335 -1.241
C -0.867 0.194 -1.216
C -2.944 0.743 -0.096
C -2.296 1.109 1.060
N 1.109 0.358 0.310
H -2.759 0.075 -2.148
H -0.296 -0.073 -2.104
H -4.023 0.716 -0.068
H -2.762 1.338 2.015
H 1.811 0.208 -0.402
H 2.292 0.824 1.993
H 0.295 3.073 3.299
H 0.369 1.552 4.189
H -1.166 2.179 3.595
```

Results
HOMO energy	-4.3	eV
total charge	-1

=====

Respective energy relative to the best compared isomer or geometry (same formula, charge and spin) values: 225.7, 136.1, 46.0, 84.1, 1.9, 15.7 kcal/mol.
Respective total energy values: -13074.7467, -14576.2248, -18676.0042, -25413.6518, -98705.6757, -17188.6899 eV.